{
  "formula": "C41H97N5O8",
  "method": "ωB97M-V/def2-TZVPD",
  "spin_multiplicity": 2,
  "homo_lumo_gap_ev": [6.8, 3.1],
  "charge": 1,
  "s_squared": 0.754,
  "homo_energy_ev": [-9.3, -9.3],
  "elements": ["C", "C", "O", "H", "H", "H", "H", "H", "H", "C", "C", "O", "H", "H", "H", "H", "H", "H", "C", "C", "O", "H", "H", "H", "H", "H", "H", "C", "C", "C", "C", "C", "C", "N", "O", "C", "C", "C", "H", "H", "H", "H", "H", "H", "H", "H", "H", "H", "H", "H", "H", "H", "H", "H", "H", "H", "H", "C", "C", "C", "C", "C", "C", "N", "O", "C", "C", "C", "H", "H", "H", "H", "H", "H", "H", "H", "H", "H", "H", "H", "H", "H", "H", "H", "H", "H", "H", "C", "C", "C", "C", "C", "C", "N", "O", "C", "C", "C", "H", "H", "H", "H", "H", "H", "H", "H", "H", "H", "H", "H", "H", "H", "H", "H", "H", "H", "H", "C", "C", "C", "O", "C", "N", "H", "H", "H", "H", "H", "H", "H", "H", "H", "H", "H", "C", "C", "C", "O", "C", "N", "H", "H", "H", "H", "H", "H", "H", "H", "H", "H", "H"],
  "positions_angstrom": [[-4.33750, -1.44405, -0.68582], [-5.57096, -1.43935, -1.57856], [-6.53664, -0.54103, -1.01664], [-3.63496, -0.66209, -0.97404], [-3.83858, -2.41316, -0.68384], [-4.59973, -1.30446, 0.36292], [-5.93610, -2.46398, -1.64872], [-5.42441, -1.09359, -2.60182], [-7.22725, -0.41545, -1.67155], [3.91721, -1.58488, -5.80171], [4.30920, -3.10531, -5.57505], [4.40854, -3.50183, -4.23073], [3.18891, -1.48034, -4.99749], [3.38679, -1.44193, -6.74316], [4.70648, -0.84897, -5.64813], [5.12049, -3.44407, -6.21937], [3.46087, -3.54083, -6.10302], [4.72263, -4.40838, -4.19745], [-0.73576, -2.84080, 1.72520], [-2.17780, -2.44260, 1.91157], [-2.25394, -1.09913, 2.41540], [-0.47283, -3.72511, 1.14473], [-0.29041, -3.04498, 2.69889], [0.00826, -2.08474, 1.47438], [-2.78180, -3.09621, 2.54091], [-2.65182, -2.38331, 0.93183], [-3.10763, -1.05224, 2.85199], [2.70675, 0.48931, 8.87200], [1.97279, 0.64172, 7.50770], [1.79248, 2.12702, 7.22568], [1.19538, 2.37205, 5.86145], [2.12462, 1.71788, 4.78989], [2.47721, 0.17144, 5.01551], [2.78841, 0.02330, 6.46303], [3.34145, -1.12373, 6.78353], [1.37771, -0.79706, 4.54185], [3.73477, -0.10608, 4.10326], [0.58899, 0.10890, 7.58627], [3.72399, 0.88083, 8.87794], [2.87602, -0.55351, 9.14033], [2.22822, 1.08977, 9.64567], [1.09326, 2.53832, 7.95372], [2.74275, 2.65843, 7.27753], [1.15863, 3.43029, 5.60285], [0.19712, 1.96165, 5.70925], [3.05519, 2.28404, 4.82992], [1.72918, 1.83224, 3.78061], [0.91649, -0.53406, 3.58991], [1.72373, -1.83069, 4.54424], [0.52726, -0.91429, 5.21350], [4.64597, 0.24399, 4.58828], [3.77741, -1.17856, 3.91329], [3.81154, 0.41967, 3.15153], [0.03803, 0.58083, 8.39980], [0.59252, -0.92758, 7.92362], [-0.14422, 0.12226, 6.77985], [4.15216, -1.10301, 6.26979], [-1.73427, 2.93517, 1.69453], [-2.79365, 4.05943, 1.60388], [-2.13702, 5.28085, 0.84414], [-1.97161, 5.05614, -0.68378], [-3.39275, 4.80425, -1.24778], [-4.21653, 3.63475, -0.49713], [-4.05561, 3.70308, 0.95292], [-4.85730, 2.94718, 1.69106], [-5.76970, 3.90621, -0.77807], [-3.74737, 2.32016, -1.11704], [-3.10533, 4.48205, 3.13730], [-1.57044, 2.46061, 0.72703], [-2.16423, 2.14203, 2.30622], [-0.75401, 3.30775, 1.99183], [-2.73368, 6.18602, 0.95716], [-1.28058, 5.53430, 1.46895], [-1.24406, 4.26466, -0.86364], [-1.58788, 6.00638, -1.05513], [-3.30265, 4.48650, -2.28653], [-4.00003, 5.69703, -1.09857], [-5.95865, 4.16167, -1.82073], [-6.39237, 3.06083, -0.48529], [-6.17253, 4.72963, -0.18833], [-3.80650, 1.49398, -0.40850], [-4.31374, 2.15741, -2.03402], [-2.69683, 2.32020, -1.40768], [-2.17376, 4.80416, 3.60264], [-3.46600, 3.58792, 3.64578], [-4.00776, 5.08757, 3.22125], [-4.39961, 2.10854, 1.59727], [4.51390, -0.37611, -1.55681], [3.07997, -0.37618, -1.22742], [2.62169, 1.14009, -1.22251], [1.07333, 1.19906, -1.20948], [0.47474, 0.57211, -2.47928], [0.85882, -0.96668, -2.41949], [2.33485, -1.12273, -2.24370], [2.56453, -2.48755, -2.24433], [-0.00787, -1.60394, -1.32471], [0.36733, -1.44478, -3.82489], [2.92106, -1.01512, 0.23668], [5.32239, 0.12607, -1.02553], [4.65548, 0.03587, -2.55598], [4.94298, -1.37668, -1.61006], [3.12629, 1.51160, -0.33062], [3.09446, 1.71792, -2.01667], [0.76634, 2.24011, -1.10910], [0.68184, 0.81244, -0.26855], [0.88522, 0.99810, -3.39478], [-0.61147, 0.59716, -2.56651], [-1.04239, -1.29381, -1.47195], [0.12390, -2.66364, -1.54324], [0.29832, -1.47066, -0.28712], [0.69746, -0.91732, -4.71982], [0.72198, -2.46649, -3.96070], [-0.68055, -1.74442, -3.84152], [3.86519, -0.99211, 0.78091], [2.49061, -2.01643, 0.25030], [2.08181, -0.56373, 0.76583], [3.26199, -2.63602, -2.88705], [-0.87875, -9.79634, -2.22933], [0.54125, -9.22370, -2.42135], [0.77648, -8.19194, -1.24600], [-0.20791, -7.18882, -1.01411], [0.37548, -5.85925, -1.19658], [1.47381, -10.28915, -2.50125], [-1.60304, -9.06166, -1.87756], [-0.74724, -10.65201, -1.56703], [-1.32881, -10.36512, -3.04300], [0.36120, -8.75919, -3.39084], [1.78413, -7.85051, -1.48302], [0.90031, -8.86982, -0.40146], [0.96412, -5.86650, -2.11395], [0.96148, -5.48385, -0.35766], [-0.53577, -5.29155, -1.38484], [2.38832, -10.03613, -2.84731], [1.12211, -10.99775, -3.12918], [2.09465, 5.38628, -3.78422], [0.86354, 4.55731, -3.81548], [-0.20756, 5.47757, -4.50990], [-1.43971, 4.63743, -4.45215], [-2.71615, 5.25436, -4.88640], [1.06472, 3.35923, -4.53713], [2.95968, 4.77498, -3.52708], [2.01342, 6.18422, -3.04611], [2.15168, 5.84744, -4.77021], [0.62246, 4.31381, -2.78073], [-0.00795, 5.77192, -5.54024], [-0.26777, 6.41214, -3.95218], [-3.08514, 6.09502, -4.29882], [-3.51058, 4.51668, -4.99954], [-2.66572, 5.58404, -5.92412], [1.37035, 2.63522, -3.90268], [0.13809, 3.11047, -4.85266]]
}